--- one ---
Molecular formula: C5H6N4
Method: DFT, ωB97M-V with the def2-TZVPD basis set

Output
Structure (SMILES) ... C[C@H]1N=c2nc[nH]c2=N1
LUMO level ... -0.14 eV

Structure (ORCA input):
```
! wB97M-V def2-TZVPD RIJCOSX def2/J DEFGRID3
* xyz 0 1
C -2.206 0.404 -1.595
C -0.143 0.131 -1.148
C -0.848 0.431 0.078
C 1.318 0.253 0.515
C 1.958 -0.954 1.321
N -1.076 0.103 -2.182
N 1.115 -0.030 -0.932
N -0.187 0.537 1.131
N -2.140 0.519 -0.204
H -3.263 0.331 -2.056
H 2.012 1.169 0.528
H 2.207 -0.775 2.326
H 2.913 -1.225 0.748
H 1.348 -1.797 1.214
H -3.008 0.904 0.255
*
```

--- two ---
Molecular formula: C5H6N4
Method: DFT, ωB97M-V with the def2-TZVPD basis set

Output
Structure (SMILES) ... c1ncc2c(n1)NNC2
LUMO level ... 0.49 eV

Structure (ORCA input):
```
! wB97M-V def2-TZVPD RIJCOSX def2/J DEFGRID3
* xyz 0 1
C -0.806 -0.921 1.297
C 0.733 0.256 -0.124
C 0.581 0.788 -2.434
C -1.188 -0.125 -1.216
C -0.522 -0.315 0.035
H -1.023 -2.125 1.516
H -1.640 -0.060 1.598
H 0.190 0.241 2.710
H 2.362 0.563 1.338
H 1.294 1.101 -3.324
H -2.206 -0.784 -1.209
N 0.604 -0.475 2.158
N 1.214 0.568 1.184
N 1.170 0.868 -1.208
N -0.762 0.422 -2.320
*
```

--- three ---
Molecular formula: C5H6N4
Method: DFT, ωB97M-V with the def2-TZVPD basis set

Output
Structure (SMILES) ... C1=C\N=N/N=C/C/N=C/1
LUMO level (alpha / beta) ... -1.11 / -1.11 eV

Structure (ORCA input):
```
! wB97M-V def2-TZVPD RIJCOSX def2/J DEFGRID3
* xyz 0 1
C -1.015 1.371 -0.329
C 0.158 0.843 0.232
C -2.358 1.051 -0.049
C 0.186 -1.688 -0.077
C 1.536 -0.801 -0.244
N -2.897 -0.097 0.041
N -0.953 -1.209 -0.222
N 1.152 0.490 -0.612
N -2.268 -1.224 -0.132
H -0.868 2.087 -1.111
H 0.205 0.431 1.274
H -3.119 1.763 -0.037
H 0.493 -2.591 0.404
H 1.958 -1.030 0.733
H 2.257 -1.207 -1.049
*
```

The energy of each structure relative to the most stable one, in kcal/mol, is as follows: one 0.0; two 76.2; three 124.0.

--- one ---
Molecular formula: C4HNS
Method: DFT, ωB97M-V with the def2-TZVPD basis set

Output
Structure (SMILES) ... C#CC(=S)C#N
LUMO level ... -2.11 eV

Structure (ORCA input):
```
! wB97M-V def2-TZVPD RIJCOSX def2/J DEFGRID3
* xyz 0 1
C 0.145 -0.063 0.056
C -1.075 -0.810 0.041
C -2.181 -1.291 -0.045
C -0.152 1.358 0.122
H -3.143 -1.751 -0.034
N -0.529 2.438 -0.085
S 1.652 -0.655 -0.026
*
```

--- two ---
Molecular formula: C4HNS
Method: DFT, ωB97M-V with the def2-TZVPD basis set

Output
Structure (SMILES) ... C#CC(=S)C#N
LUMO level ... -2.41 eV

Structure (ORCA input):
```
! wB97M-V def2-TZVPD RIJCOSX def2/J DEFGRID3
* xyz 0 1
C 0.028 -0.756 -0.485
C 0.818 0.239 -0.088
C 1.248 1.075 0.775
C -1.349 -0.498 -0.250
H 1.289 1.919 1.759
N -2.466 -0.010 -0.115
S 0.432 -1.971 -1.596
*
```

The energy of each structure relative to the most stable one, in kcal/mol, is as follows: one 0.0; two 44.5.

--- one ---
Molecular formula: C47H37N4O2RuS3
Method: DFT, ωB97M-V with the def2-TZVPD basis set

Output
LUMO level (alpha / beta) ... -7.83 / -7.41 eV

Structure (ORCA input):
```
! wB97M-V def2-TZVPD RIJCOSX def2/J DEFGRID3
* xyz 2 2
Ru -0.590 0.830 -1.653
N 2.251 4.027 -2.374
C 1.208 3.208 -2.203
S 1.505 1.491 -2.335
N 0.032 3.752 -2.013
N -0.961 2.841 -1.801
C -2.183 3.269 -1.771
C -2.611 4.661 -1.978
C -2.066 5.726 -1.257
C -2.524 7.013 -1.473
C -3.504 7.259 -2.425
C -4.040 6.210 -3.158
C -3.607 4.916 -2.925
C -3.168 2.193 -1.530
C -4.493 2.435 -1.239
C -5.345 1.358 -1.017
C -4.840 0.077 -1.088
C -3.490 -0.101 -1.343
N -2.674 0.936 -1.548
H 3.132 3.667 -2.699
H 2.080 5.017 -2.458
H -1.305 5.542 -0.513
H -2.110 7.832 -0.899
H -3.851 8.270 -2.595
H -4.794 6.400 -3.910
H -4.014 4.103 -3.515
H -4.849 3.452 -1.180
H -6.390 1.528 -0.788
H -5.468 -0.788 -0.927
H -3.041 -1.079 -1.378
C -0.996 2.449 6.747
C -0.874 2.054 5.301
C -0.243 2.892 4.381
C -0.112 2.523 3.052
C -0.611 1.289 2.657
C -1.268 0.439 3.535
C -1.387 0.835 4.856
S -0.434 0.724 0.988
O -1.513 -0.277 0.702
C 1.182 -0.057 1.014
C 2.261 0.846 1.161
C 3.535 0.380 1.161
C 3.794 -1.006 1.002
C 5.120 -1.502 1.006
C 5.363 -2.836 0.866
C 4.285 -3.737 0.718
C 2.997 -3.287 0.706
C 2.712 -1.904 0.840
C 1.366 -1.403 0.839
C 0.241 -2.388 0.669
C -0.148 -3.196 1.775
C 0.452 -3.055 3.057
C 0.050 -3.838 4.097
C -0.970 -4.805 3.920
C -1.567 -4.960 2.706
C -1.175 -4.160 1.603
C -1.797 -4.310 0.340
C -1.434 -3.526 -0.712
C -0.407 -2.579 -0.526
S -0.133 -1.493 -1.892
O -1.320 -1.484 -2.818
C 1.248 -2.190 -2.730
C 1.805 -1.478 -3.794
C 2.856 -2.032 -4.494
C 3.367 -3.289 -4.156
C 4.524 -3.869 -4.922
C 2.772 -3.991 -3.113
C 1.719 -3.453 -2.391
H -0.866 3.521 6.881
H -0.232 1.945 7.342
H -1.966 2.164 7.153
H 0.136 3.852 4.708
H 0.357 3.194 2.342
H -1.675 -0.502 3.187
H -1.898 0.185 5.557
H 2.069 1.908 1.270
H 4.368 1.062 1.285
H 5.938 -0.804 1.135
H 6.379 -3.209 0.881
H 4.485 -4.796 0.618
H 2.182 -3.994 0.613
H 1.232 -2.320 3.204
H 0.517 -3.726 5.067
H -1.273 -5.423 4.755
H -2.349 -5.697 2.567
H -2.575 -5.054 0.219
H -1.920 -3.615 -1.676
H 1.392 -0.528 -4.102
H 3.286 -1.491 -5.329
H 5.342 -3.151 -4.982
H 4.226 -4.109 -5.945
H 4.895 -4.779 -4.456
H 3.134 -4.980 -2.861
H 1.265 -4.021 -1.592
*
```

--- two ---
Molecular formula: C47H37N4O2RuS3
Method: DFT, ωB97M-V with the def2-TZVPD basis set

Output
LUMO level (alpha / beta) ... -6.23 / -6.49 eV

Structure (ORCA input):
```
! wB97M-V def2-TZVPD RIJCOSX def2/J DEFGRID3
* xyz 2 2
Ru 0.692 -1.684 1.235
N 3.766 -0.256 3.737
C 2.678 -0.857 3.249
S 2.850 -1.745 1.705
N 1.554 -0.828 3.898
N 0.620 -1.583 3.238
C -0.230 -2.305 3.886
C -0.412 -2.299 5.350
C -1.666 -1.991 5.873
C -1.864 -1.984 7.244
C -0.814 -2.299 8.096
C 0.434 -2.615 7.576
C 0.640 -2.610 6.207
C -0.916 -3.279 3.016
C -1.847 -4.202 3.455
C -2.322 -5.155 2.564
C -1.860 -5.169 1.257
C -0.934 -4.219 0.874
N -0.472 -3.305 1.734
H 4.629 -0.249 3.224
H 3.725 0.189 4.639
H -2.486 -1.741 5.208
H -2.836 -1.734 7.648
H -0.969 -2.301 9.166
H 1.249 -2.865 8.241
H 1.613 -2.854 5.801
H -2.177 -4.184 4.484
H -3.045 -5.888 2.896
H -2.204 -5.904 0.544
H -0.536 -4.166 -0.132
C -0.157 -2.231 -7.372
C 0.337 -2.099 -5.961
C -0.555 -2.061 -4.892
C -0.109 -1.932 -3.586
C 1.254 -1.849 -3.358
C 2.172 -1.908 -4.399
C 1.705 -2.026 -5.695
S 1.905 -1.675 -1.720
O 0.652 -1.907 -0.840
C 2.347 0.047 -1.608
C 3.712 0.230 -1.297
C 4.204 1.488 -1.111
C 3.353 2.611 -1.217
C 3.849 3.925 -1.026
C 3.027 5.004 -1.158
C 1.665 4.824 -1.492
C 1.154 3.573 -1.673
C 1.982 2.425 -1.531
C 1.477 1.108 -1.714
C 0.035 0.955 -2.074
C -0.331 1.150 -3.445
C 0.646 1.354 -4.451
C 0.275 1.512 -5.756
C -1.087 1.489 -6.125
C -2.050 1.302 -5.177
C -1.697 1.122 -3.819
C -2.687 0.901 -2.831
C -2.337 0.705 -1.533
C -0.970 0.747 -1.165
S -0.746 0.379 0.560
O 0.755 0.380 0.910
C -1.464 1.717 1.435
C -0.916 2.989 1.339
C -1.487 4.006 2.080
C -2.591 3.772 2.903
C -3.210 4.883 3.699
C -3.114 2.481 2.978
C -2.556 1.446 2.251
H -1.224 -2.029 -7.441
H 0.019 -3.241 -7.745
H 0.370 -1.545 -8.036
H -1.619 -2.121 -5.086
H -0.805 -1.886 -2.759
H 3.237 -1.864 -4.203
H 2.412 -2.069 -6.514
H 4.356 -0.635 -1.200
H 5.250 1.639 -0.880
H 4.896 4.056 -0.784
H 3.416 6.004 -1.020
H 1.027 5.690 -1.614
H 0.112 3.451 -1.940
H 1.694 1.381 -4.183
H 1.031 1.665 -6.514
H -1.363 1.626 -7.162
H -3.098 1.288 -5.450
H -3.730 0.888 -3.123
H -3.097 0.539 -0.777
H -0.054 3.177 0.710
H -1.071 5.003 2.022
H -2.680 5.822 3.555
H -3.202 4.643 4.762
H -4.250 5.028 3.406
H -3.967 2.287 3.616
H -2.960 0.442 2.316
*
```

The energy of each structure relative to the most stable one, in kcal/mol, is as follows: one 46.1; two 0.0.